129
Properties=species:S:1:pos:R:3:forces:R:3 method="wB97M-V/def2-TZVPD" multiplicity=1 total_charge=0 e_tot_ha=-8411.59049 smiles="O=C(OF)OCc1ccccc1.O=S1(=O)OCCO1.O=S1(=O)OCCO1.O=S1(=O)OCCO1.O=S1(=O)OCCO1.O=S1(=O)OCCO1.O=S1(=O)OCCO1.O=S1(=O)OCCO1.O=S1(=O)OCCO1.O=S1(=O)OCCO1.O=S1(=O)OCCO1" molar_mass_g_mol=1411.3 e_lumo_ev=-0.3311
O -1.7962 1.9915 -5.4889 0.20 -0.59 1.13
C -1.1959 1.1864 -4.8255 -1.23 1.63 -2.85
O -1.1449 1.4044 -3.4131 1.07 -2.74 -1.02
F -1.0249 2.7609 -3.2306 -0.15 0.98 0.03
O -0.6578 0.1063 -5.5012 0.13 0.99 2.64
C 0.7945 0.1938 -5.6144 2.38 0.52 -0.85
C 1.3795 1.6705 -5.5283 1.77 2.42 1.26
C 2.3665 1.9917 -4.4083 -0.25 1.42 -1.04
C 3.0122 3.3196 -4.2375 -2.51 -0.28 -2.87
C 2.6261 4.3991 -5.2057 -0.92 -1.82 -0.59
C 1.6592 4.1592 -6.3324 0.91 -2.83 2.45
C 1.0753 2.7756 -6.4694 0.92 0.40 1.27
H 1.3464 -0.4840 -4.8929 -1.16 1.10 -0.72
H 1.0638 -0.1991 -6.6485 -0.73 0.42 1.22
H 2.6776 1.1988 -3.6683 -0.66 0.96 -1.14
H 3.7563 3.5427 -3.4257 -1.00 -0.42 -0.95
H 3.1009 5.4150 -5.0980 -0.64 -1.23 -0.14
H 1.3620 4.9601 -7.0585 0.45 -0.92 0.92
H 0.3416 2.5648 -7.3055 0.98 0.37 1.09
O -6.5145 1.1444 -0.3969 0.24 -0.41 0.09
S -5.9303 0.1523 -1.2352 0.13 0.18 -0.71
O -5.7477 -1.1948 -0.8176 -0.23 0.36 0.14
O -4.5190 0.7207 -1.7797 -0.72 0.05 0.27
C -4.5292 0.7451 -3.2098 0.15 -0.28 -0.55
C -5.9856 0.9293 -3.5934 0.12 0.67 -0.12
O -6.7179 0.1468 -2.6467 0.52 -0.36 0.55
H -4.1432 -0.2130 -3.5689 -0.03 0.04 -0.03
H -3.8961 1.5507 -3.5804 -0.04 0.02 0.24
H -6.1928 0.5986 -4.6098 -0.12 -0.19 0.19
H -6.2953 1.9718 -3.4810 0.06 -0.02 -0.06
O 3.0115 -0.8999 -3.9303 0.24 -0.73 -0.08
S 3.9999 -1.9109 -4.1541 1.30 -0.63 0.92
O 3.8882 -2.8645 -5.1976 1.40 -0.56 3.73
O 4.2532 -2.6853 -2.7547 1.32 6.54 -0.36
C 5.6287 -2.5780 -2.3929 0.41 -0.11 -0.11
C 6.1036 -1.2718 -3.0032 -0.05 0.27 0.58
O 5.4449 -1.1941 -4.2662 -0.45 -0.47 -0.18
H 6.1601 -3.4327 -2.8215 -0.02 0.00 0.02
H 5.7393 -2.5898 -1.3089 -0.24 -0.01 -0.06
H 7.1846 -1.2395 -3.1311 -0.12 -0.01 -0.28
H 5.7834 -0.4162 -2.4016 0.08 -0.05 0.05
O 3.2448 4.0856 -0.1477 0.09 0.40 0.18
S 2.7602 5.4195 -0.2730 -0.67 0.06 -0.28
O 3.5158 6.5528 0.1327 0.07 -0.44 -0.12
O 1.2996 5.4889 0.4217 0.61 -0.38 -0.37
C 0.3316 5.9216 -0.5402 -0.36 0.55 -0.24
C 0.8652 5.4557 -1.8788 -0.47 -0.60 -0.03
O 2.2783 5.6450 -1.7992 0.32 0.34 0.70
H 0.2709 7.0118 -0.4941 -0.04 -0.05 0.00
H -0.6456 5.4950 -0.3171 0.18 -0.06 0.22
H 0.4482 6.0185 -2.7124 0.27 0.05 0.02
H 0.6755 4.3892 -2.0304 -0.05 0.06 -0.05
O -3.9119 4.2975 2.6344 0.31 0.30 -0.29
S -2.6019 4.8556 2.6347 0.49 -0.32 0.57
O -2.2934 6.0950 2.0084 -0.33 -0.25 0.07
O -1.5756 3.7296 2.0859 -0.73 0.30 0.26
C -0.5764 3.4725 3.0745 0.79 0.16 0.23
C -1.2408 3.7639 4.4030 -0.16 -0.73 0.18
O -2.0672 4.9066 4.1605 0.03 0.26 -0.92
H 0.2618 4.1511 2.8950 -0.01 -0.04 0.01
H -0.2289 2.4423 3.0063 -0.21 0.03 -0.12
H -0.5194 3.9709 5.1915 -0.14 0.24 -0.07
H -1.8877 2.9383 4.7109 0.11 -0.02 0.01
O -0.6582 0.2824 4.6828 0.49 -0.40 0.05
S -0.0794 -0.9289 4.1975 -0.09 -0.15 -0.61
O 0.7605 -1.7619 4.9943 -0.53 0.53 -0.10
O 0.6848 -0.6013 2.8118 -0.57 0.16 0.60
C 0.1399 -1.4024 1.7590 0.04 -0.62 -0.32
C -1.3012 -1.6567 2.1590 -0.22 0.49 -0.47
O -1.2618 -1.8406 3.5772 0.76 0.03 0.34
H 0.7083 -2.3348 1.7114 -0.03 0.03 -0.03
H 0.2175 -0.8827 0.8048 0.08 0.16 0.20
H -1.7209 -2.5333 1.6685 0.03 -0.05 0.28
H -1.9299 -0.7872 1.9483 0.02 -0.06 -0.06
O -2.6877 -3.4298 9.9234 0.17 -0.44 0.05
S -2.0333 -4.4090 9.1241 0.36 0.41 -0.63
O -1.8086 -5.7416 9.5704 -0.29 0.32 0.07
O -0.6304 -3.7897 8.6130 -3.87 -0.36 -1.06
C -0.6007 -3.7923 7.1845 0.10 -0.29 -0.39
C -2.0529 -3.6787 6.7507 0.15 0.57 -0.05
O -2.7798 -4.4736 7.6859 0.30 -0.38 0.33
H -0.1641 -4.7392 6.8546 -0.02 0.03 -0.03
H 0.0044 -2.9673 6.8147 -0.01 -0.03 0.29
H -2.2125 -4.0368 5.7345 -0.12 -0.17 0.17
H -2.4089 -2.6475 6.8332 0.06 0.00 -0.07
O 3.1162 -5.5015 -0.6702 0.07 0.39 -0.30
S 2.9386 -5.3470 -2.0753 -0.11 -0.61 -0.67
O 3.7627 -4.4907 -2.8647 -1.72 -5.96 0.71
O 1.3901 -4.9693 -2.3500 0.50 -0.30 0.37
C 0.8017 -5.9447 -3.2144 -0.06 -0.16 -0.63
C 1.5637 -7.2301 -2.9433 -0.42 -0.22 0.39
O 2.9180 -6.8211 -2.7533 -0.18 0.58 -0.04
H 0.9397 -5.6127 -4.2467 -0.01 -0.04 0.03
H -0.2629 -6.0450 -3.0059 0.12 0.17 0.18
H 1.4880 -7.9400 -3.7655 0.25 0.10 0.00
H 1.2209 -7.7058 -2.0201 -0.07 -0.01 -0.07
O 5.2915 -1.3421 -7.3045 -0.35 -0.23 0.08
S 3.9678 -1.6472 -7.7257 -0.52 0.00 -0.65
O 2.9983 -2.2152 -6.8568 -1.20 1.66 -3.65
O 4.0603 -2.5502 -9.0660 0.27 0.53 0.33
C 3.3713 -1.8977 -10.1339 -0.52 0.06 -0.19
C 3.4711 -0.4136 -9.8266 0.48 0.07 -0.37
O 3.3324 -0.3210 -8.4086 -0.12 -0.55 0.16
H 2.3312 -2.2345 -10.1247 0.02 0.04 -0.04
H 3.8253 -2.1519 -11.0911 0.14 -0.10 0.20
H 2.6985 0.1681 -10.3273 -0.05 0.00 0.27
H 4.4547 -0.0195 -10.0969 -0.05 -0.02 -0.07
O -8.6545 5.1937 4.0395 -0.34 -0.03 -0.33
S -8.7340 4.5695 2.7629 0.54 -0.46 -0.07
O -9.6328 5.0044 1.7498 0.18 0.16 0.35
O -8.9382 2.9819 2.9907 0.21 0.69 0.22
C -7.8728 2.2656 2.3599 0.17 -0.19 -0.66
C -6.6884 3.2136 2.3811 0.24 -0.42 0.50
O -7.2469 4.5060 2.1330 -0.85 -0.07 -0.11
H -8.1763 2.0352 1.3360 0.08 -0.02 0.06
H -7.6684 1.3381 2.8936 -0.18 0.15 0.13
H -5.9434 2.9653 1.6281 -0.15 0.24 -0.05
H -6.2157 3.2335 3.3662 0.02 -0.05 -0.07
O 0.4424 -2.7386 11.6500 0.09 -0.28 -0.36
S 1.4769 -3.0968 10.7433 0.56 -0.01 0.00
O 1.2146 -3.6464 9.4599 2.80 0.61 1.76
O 2.5195 -4.0614 11.5222 -0.35 0.56 0.08
C 3.8231 -3.4795 11.4975 0.42 0.02 -0.34
C 3.5905 -1.9806 11.4261 0.06 0.06 0.59
O 2.4627 -1.8230 10.5650 -0.08 -0.59 -0.19
H 4.3415 -3.8422 10.6058 0.03 0.05 0.04
H 4.3853 -3.7677 12.3851 -0.24 -0.08 0.01
H 4.4525 -1.4439 11.0325 -0.20 0.01 -0.19
H 3.3268 -1.5747 12.4067 0.09 -0.03 -0.01